A cluster of 2 separate species, CH2N2O2S in total, computed with the ωB97M-V functional and the def2-TZVPD basis.

Calculated values
Kohn-Sham gap (spin up / spin down) = 8.77 / 7.15 eV
E_tot = -697.272744 Eh
E_HOMO (spin up / spin down) = -0.301 / -0.348 Ha
multiplicity = 3

Positions of all 8 atoms, in Å:
C: 1.514 -0.372 -0.002
N: 1.117 -1.386 0.445
N: -1.666 0.294 -0.611
O: -0.919 1.161 0.199
O: -2.153 -0.598 0.004
S: 2.218 0.786 -0.861
H: -0.717 2.014 -0.445
H: 0.607 -1.899 1.272

=====

A structure of composition CH2N2O2S2, computed with the ωB97M-V functional and the def2-TZVPD basis.

Calculated values
Kohn-Sham gap = 8.05 eV
E_tot = -1095.585630 Eh
E_HOMO = -0.309 Ha

Positions of all 9 atoms, in Å:
C: -0.194 0.986 0.181
N: -1.106 0.225 0.687
N: 0.737 0.910 -0.675
O: 0.962 -1.420 0.586
O: -1.012 -2.362 -0.487
S: -1.271 1.904 1.213
S: -0.357 -1.969 0.751
H: 0.818 0.126 -1.258
H: 1.422 1.600 -1.000

=====

A cluster of 2 separate species, CH2N2O3 in total, computed with the ωB97M-V functional and the def2-TZVPD basis.

Calculated values
Kohn-Sham gap = 11.10 eV
SMILES = [O-][N+]1=NO1.C=O
E_tot = -374.260737 Eh
E_HOMO = -0.385 Ha

Positions of all 8 atoms, in Å:
C: 1.626 0.468 -0.621
N: -1.372 -1.415 1.076
N: -1.572 -0.470 0.407
O: -1.678 0.164 -0.590
O: -1.946 -0.187 1.740
O: 0.992 0.295 0.361
H: 1.221 0.959 -1.534
H: 2.731 0.185 -0.840

=====

A structure of composition CH2N2O3, computed with the ωB97M-V functional and the def2-TZVPD basis.

Calculated values
Kohn-Sham gap = 8.77 eV
E_tot = -374.281080 Eh
E_HOMO = -0.374 Ha

Positions of all 8 atoms, in Å:
C: -0.370 0.284 0.664
N: -1.781 -0.156 0.761
N: -0.149 1.687 0.713
O: -2.498 -0.022 -0.189
O: 0.756 2.071 1.467
O: -0.938 2.285 0.079
H: 0.149 0.079 -0.632
H: 0.348 -0.451 1.197

=====

The ion CH2N2O3P with charge -1, computed with the ωB97M-V functional and the def2-TZVPD basis.

Calculated values
Kohn-Sham gap = 9.77 eV
SMILES = N#C[P@@](=O)([O-])ON
E_tot = -715.942756 Eh
net charge = -1
E_HOMO = -0.203 Ha

Positions of all 9 atoms, in Å:
C: 1.514 -1.130 -0.279
N: 1.721 -2.162 -0.755
N: -1.716 -0.112 0.320
O: 1.680 1.193 0.954
O: 0.182 0.852 -1.503
O: -0.504 0.019 1.074
P: 0.761 0.428 0.127
H: -1.238 0.350 -0.547
H: -2.400 0.562 0.610

=====

The molecule CH2N2O3S, computed with the ωB97M-V functional and the def2-TZVPD basis.

Calculated values
Kohn-Sham gap = 8.55 eV
E_tot = -772.609312 Eh
E_HOMO = -0.369 Ha

Positions of all 9 atoms, in Å:
C: -0.693 0.395 0.929
N: -1.571 -0.355 -0.040
N: -1.408 -0.946 -0.979
O: 0.896 -1.267 -0.774
O: 2.623 0.525 -0.853
O: 0.076 1.120 0.143
S: 1.321 0.092 -1.241
H: -1.259 0.991 1.598
H: 0.015 -0.554 1.216

=====

Q: Which ΔE to the lowest compared entry with this formula, charge and spin values were calculated for the entries above? A: 2.254, 1.747, 5.943, 5.389, 1.499, 2.653, in eV.
Q: Which strongest force on any atom values were calculated for the entries above? A: 4.7, 4.3, 3.7, 7.9, 7.3, 6.0, in eV Å⁻¹.